Model P:
{"formula": "C18H50Cl4N8O6P2", "method": "ωB97M-V/def2-TZVPD", "e_lumo_ev": -0.30, "gap_ha": 0.2325, "total_charge": 0, "e_homo_ev": -6.62, "spin_multiplicity": 1, "symbols": ["O", "P", "N", "C", "C", "N", "C", "C", "N", "C", "C", "H", "H", "H", "H", "H", "H", "H", "H", "H", "H", "H", "H", "H", "H", "H", "H", "H", "H", "O", "P", "N", "C", "C", "N", "C", "C", "N", "C", "C", "H", "H", "H", "H", "H", "H", "H", "H", "H", "H", "H", "H", "H", "H", "H", "H", "H", "H", "C", "N", "O", "O", "H", "H", "H", "C", "N", "O", "O", "H", "H", "H", "Cl", "C", "C", "Cl", "H", "H", "H", "H", "Cl", "C", "C", "Cl", "H", "H", "H", "H"], "positions_angstrom": [[-2.28, -2.57, -4.13], [-2.06, -1.10, -4.44], [-1.24, -0.37, -3.13], [-0.23, -1.10, -2.39], [-1.45, 0.98, -2.65], [-3.54, -0.26, -4.50], [-4.82, -0.97, -4.26], [-3.70, 1.18, -5.05], [-1.22, -0.79, -5.90], [-1.69, -1.41, -7.14], [0.25, -0.80, -5.86], [-0.77, -1.45, -1.52], [0.51, -0.42, -1.97], [0.22, -1.91, -2.97], [-2.50, 1.25, -2.51], [-1.09, 1.60, -3.47], [-0.91, 1.28, -1.75], [-5.26, -0.79, -3.27], [-5.63, -0.67, -4.92], [-4.81, -2.06, -4.20], [-2.69, 1.58, -5.02], [-4.13, 1.29, -6.04], [-4.36, 1.67, -4.34], [-1.37, -0.75, -7.94], [-1.15, -2.34, -7.34], [-2.78, -1.38, -7.11], [0.63, -0.64, -6.87], [0.61, -1.76, -5.49], [0.63, 0.06, -5.30], [2.85, 1.73, 3.61], [2.25, 0.46, 4.10], [0.59, 0.41, 3.98], [-0.21, -0.73, 4.28], [-0.09, 1.41, 3.17], [2.60, 0.04, 5.75], [4.03, -0.17, 5.96], [1.95, 0.49, 6.91], [2.72, -0.96, 3.30], [3.34, -0.79, 1.99], [2.44, -2.35, 3.78], [-0.60, -1.25, 3.41], [-1.07, -0.33, 4.82], [0.20, -1.34, 5.08], [0.36, 2.36, 3.47], [-1.14, 1.55, 3.41], [0.09, 1.33, 2.10], [4.69, 0.64, 5.68], [4.35, -0.51, 6.95], [4.25, -1.12, 5.47], [1.81, -0.25, 7.70], [2.44, 1.32, 7.41], [0.90, 0.69, 6.67], [4.22, -0.15, 1.96], [3.68, -1.78, 1.71], [2.57, -0.55, 1.26], [1.74, -2.86, 3.12], [1.99, -2.37, 4.78], [3.37, -2.91, 3.86], [0.03, 1.83, 0.74], [-0.94, 1.76, -0.43], [-1.74, 2.68, -0.71], [-0.88, 0.77, -1.06], [0.81, 2.53, 0.44], [0.56, 0.89, 0.90], [-0.44, 2.05, 1.70], [-3.02, 0.44, -0.72], [-3.80, -0.04, -1.84], [-4.51, 0.80, -2.31], [-3.77, -1.24, -2.16], [-3.36, 1.37, -0.28], [-2.04, 0.56, -1.18], [-3.00, -0.36, 0.03], [4.05, 2.10, 0.29], [3.50, 2.03, 1.98], [2.78, 3.27, 2.44], [1.10, 3.23, 1.78], [4.45, 1.95, 2.50], [2.97, 1.08, 2.10], [3.27, 4.20, 2.18], [2.59, 3.29, 3.51], [1.69, -1.84, -2.00], [0.27, -2.23, -1.14], [-0.08, -1.41, 0.08], [1.30, -1.37, 1.18], [0.50, -3.25, -0.87], [-0.58, -2.31, -1.82], [-0.92, -1.81, 0.64], [-0.30, -0.38, -0.20]]}

***

Model Q:
{"formula": "C18H50Cl4N8O6P2", "method": "ωB97M-V/def2-TZVPD", "e_lumo_ev": 0.16, "gap_ha": 0.3212, "total_charge": 0, "e_homo_ev": -8.58, "spin_multiplicity": 1, "symbols": ["C", "N", "C", "P", "O", "N", "C", "C", "N", "C", "C", "H", "H", "H", "H", "H", "H", "H", "H", "H", "H", "H", "H", "H", "H", "H", "H", "H", "H", "C", "N", "C", "P", "O", "N", "C", "C", "N", "C", "C", "H", "H", "H", "H", "H", "H", "H", "H", "H", "H", "H", "H", "H", "H", "H", "H", "H", "H", "C", "N", "O", "O", "H", "H", "H", "C", "N", "O", "O", "H", "H", "H", "Cl", "C", "C", "Cl", "H", "H", "H", "H", "Cl", "C", "C", "Cl", "H", "H", "H", "H"], "positions_angstrom": [[3.10, 1.17, -2.08], [2.93, 1.09, -3.54], [2.08, 2.13, -4.15], [3.77, 0.03, -4.51], [3.54, 0.31, -5.91], [5.32, 0.16, -3.92], [5.91, -0.83, -3.03], [6.13, 1.28, -4.34], [3.34, -1.54, -4.08], [2.27, -1.85, -3.12], [3.87, -2.68, -4.80], [3.31, 0.18, -1.68], [2.33, 1.74, -1.57], [3.99, 1.80, -1.90], [2.64, 2.89, -4.69], [1.55, 2.67, -3.37], [1.39, 1.63, -4.82], [6.80, -0.45, -2.51], [5.18, -1.08, -2.26], [6.24, -1.73, -3.56], [5.53, 1.94, -4.97], [6.49, 1.86, -3.49], [6.98, 1.03, -4.99], [1.65, -0.96, -3.06], [1.70, -2.69, -3.50], [2.74, -2.10, -2.16], [3.17, -3.03, -5.56], [4.00, -3.52, -4.11], [4.80, -2.46, -5.33], [-3.41, -1.15, 1.73], [-3.04, 0.06, 0.98], [-4.05, 0.54, 0.03], [-1.81, 1.12, 1.36], [-2.16, 2.26, 2.23], [-0.61, 0.13, 1.93], [-0.14, -1.07, 1.27], [-0.01, 0.35, 3.25], [-1.33, 1.75, -0.14], [-0.77, 0.94, -1.21], [-0.69, 3.07, -0.10], [-3.60, -0.99, 2.79], [-2.56, -1.82, 1.60], [-4.28, -1.62, 1.28], [-3.81, 0.17, -0.97], [-4.09, 1.63, 0.00], [-5.06, 0.24, 0.32], [-0.38, -1.06, 0.21], [0.91, -1.30, 1.41], [-0.71, -1.97, 1.55], [-0.67, 0.08, 4.08], [0.88, -0.26, 3.34], [0.31, 1.38, 3.42], [0.28, 0.66, -1.06], [-1.37, 0.04, -1.38], [-0.84, 1.50, -2.14], [0.18, 3.19, 0.54], [-1.45, 3.85, 0.02], [-0.41, 3.40, -1.10], [-2.39, 5.54, 1.91], [-2.50, 6.83, 1.17], [-1.53, 7.41, 0.79], [-3.65, 7.19, 1.00], [-1.34, 5.30, 2.06], [-2.89, 4.77, 1.35], [-2.81, 5.74, 2.89], [-4.74, -3.88, 4.83], [-3.41, -3.76, 4.19], [-3.38, -3.88, 2.99], [-2.48, -3.36, 4.85], [-5.32, -4.47, 4.14], [-5.10, -2.87, 5.03], [-4.62, -4.43, 5.76], [-0.88, -3.54, -0.73], [-1.00, -4.71, -2.05], [0.25, -5.57, -2.18], [0.65, -6.41, -0.65], [-1.03, -4.22, -3.03], [-1.94, -5.25, -1.97], [1.12, -4.95, -2.38], [0.16, -6.30, -2.98], [-3.65, 0.04, 7.65], [-2.98, 1.69, 7.38], [-1.89, 1.56, 6.33], [-0.99, 3.08, 6.05], [-2.54, 1.97, 8.33], [-3.78, 2.33, 7.02], [-2.23, 1.22, 5.35], [-1.15, 0.84, 6.70]]}

***

Which one sits at the top of the stability order? model Q does.

***

Model P:
{"formula": "C20H23ClN4O3S2", "method": "ωB97M-V/def2-TZVPD", "e_lumo_ev": 0.11, "gap_ha": 0.3271, "total_charge": 0, "e_homo_ev": -8.79, "spin_multiplicity": 1, "symbols": ["O", "C", "N", "N", "C", "S", "N", "C", "C", "C", "C", "C", "C", "C", "C", "C", "C", "C", "S", "O", "O", "N", "C", "C", "C", "C", "C", "C", "Cl", "C", "H", "H", "H", "H", "H", "H", "H", "H", "H", "H", "H", "H", "H", "H", "H", "H", "H", "H", "H", "H", "H", "H", "H"], "positions_angstrom": [[1.15, 0.31, -1.82], [1.48, 0.27, -0.64], [1.57, 1.41, 0.09], [1.08, 2.58, -0.50], [0.28, 3.39, 0.24], [0.22, 3.21, 1.89], [-0.40, 4.38, -0.36], [-0.54, 4.68, -1.78], [0.79, 5.04, -2.44], [0.54, 5.48, -3.89], [-0.18, 4.37, -4.66], [-1.50, 4.03, -3.99], [-1.27, 3.58, -2.55], [1.78, -0.97, 0.11], [2.68, -1.03, 1.17], [2.83, -2.20, 1.90], [2.03, -3.30, 1.62], [1.15, -3.23, 0.55], [-0.15, -4.45, 0.39], [-0.59, -4.55, -0.96], [0.17, -5.64, 1.12], [-1.35, -3.67, 1.29], [-1.64, -2.35, 0.92], [-2.22, -2.09, -0.32], [-2.46, -0.80, -0.72], [-2.14, 0.27, 0.10], [-1.58, 0.04, 1.35], [-1.32, -1.26, 1.74], [-0.55, -1.56, 3.27], [1.04, -2.10, -0.23], [1.50, 1.45, 1.11], [0.88, 2.39, -1.48], [-0.88, 4.98, 0.29], [-1.18, 5.58, -1.81], [1.27, 5.85, -1.88], [1.46, 4.19, -2.44], [-0.07, 6.38, -3.89], [1.49, 5.71, -4.36], [0.45, 3.48, -4.70], [-0.36, 4.70, -5.69], [-2.16, 4.90, -4.00], [-2.00, 3.23, -4.55], [-2.23, 3.36, -2.07], [-0.69, 2.65, -2.56], [3.27, -0.16, 1.43], [3.54, -2.24, 2.71], [2.07, -4.20, 2.21], [-1.15, -3.77, 2.28], [-2.44, -2.93, -0.95], [-2.90, -0.61, -1.69], [-2.33, 1.28, -0.21], [-1.32, 0.86, 2.00], [0.37, -2.08, -1.07]]}

***

Model Q:
{"formula": "C20H23ClN4O3S2", "method": "ωB97M-V/def2-TZVPD", "e_lumo_ev": 0.18, "gap_ha": 0.3013, "total_charge": 0, "e_homo_ev": -8.02, "spin_multiplicity": 1, "symbols": ["C", "C", "C", "N", "C", "S", "N", "C", "C", "C", "C", "N", "C", "C", "O", "C", "C", "C", "S", "O", "O", "N", "C", "C", "C", "C", "C", "C", "Cl", "C", "H", "H", "H", "H", "H", "H", "H", "H", "H", "H", "H", "H", "H", "H", "H", "H", "H", "H", "H", "H", "H", "H", "H"], "positions_angstrom": [[1.63, -6.24, 1.48], [2.26, -6.24, 0.32], [1.85, -5.46, -0.89], [0.76, -4.54, -0.66], [-0.51, -4.80, -1.00], [-0.97, -6.15, -1.84], [-1.49, -3.92, -0.64], [-1.42, -2.65, -0.10], [-2.52, -2.16, 0.61], [-2.51, -0.90, 1.18], [-1.40, -0.05, 1.08], [-1.39, 1.22, 1.62], [-2.66, 1.84, 1.96], [-2.44, 3.36, 2.01], [-1.48, 3.70, 2.98], [-0.24, 3.09, 2.68], [-0.38, 1.57, 2.60], [-0.33, -0.53, 0.31], [1.13, 0.42, -0.10], [2.02, 0.53, 1.03], [1.70, -0.11, -1.30], [0.44, 1.92, -0.40], [1.15, 3.06, -0.75], [2.50, 3.20, -0.46], [3.17, 4.37, -0.78], [2.51, 5.42, -1.39], [1.16, 5.30, -1.69], [0.50, 4.13, -1.37], [-1.20, 3.98, -1.75], [-0.34, -1.79, -0.27], [1.98, -6.84, 2.31], [0.74, -5.67, 1.66], [3.15, -6.84, 0.17], [2.71, -4.90, -1.27], [1.52, -6.16, -1.67], [0.94, -3.81, 0.02], [-2.42, -4.28, -0.81], [-3.40, -2.79, 0.73], [-3.38, -0.58, 1.73], [-3.40, 1.62, 1.18], [-3.04, 1.50, 2.93], [-3.36, 3.87, 2.30], [-2.13, 3.71, 1.02], [0.44, 3.37, 3.48], [0.14, 3.47, 1.72], [0.58, 1.13, 2.33], [-0.68, 1.19, 3.59], [-0.48, 1.87, -0.82], [3.01, 2.38, 0.02], [4.22, 4.45, -0.55], [3.03, 6.33, -1.64], [0.63, 6.11, -2.17], [0.49, -2.03, -0.91]]}

***

Which one sits at the top of the stability order? model P does.